A gas-phase ion, C20H11N4O2 (charge -1) at a distorted geometry, computed with wB97M-V/def2-TZVPD.

```
! RIJCOSX wB97M-V def2-TZVPD def2/J DEFGRID3
* xyz -1 1
O -0.062 4.266 5.722
O 1.602 2.682 5.421
C 4.024 -5.261 -2.310
C 2.943 -4.756 -2.328
N -2.672 2.185 -2.226
N -1.012 0.667 -2.067
N 0.703 0.496 1.109
C 0.544 3.354 5.034
C -1.963 1.173 -2.722
C -0.711 -3.566 -2.286
C 0.392 -4.392 -2.582
C -0.558 -2.375 -1.617
C 1.826 -2.753 -1.571
C -1.062 3.609 3.187
C 1.729 -3.947 -2.259
C -0.018 2.904 3.702
C 0.703 -1.918 -1.235
C 0.356 0.320 -0.125
C 0.365 1.753 2.997
C -2.482 2.499 -0.909
C -1.595 3.316 1.863
C -0.709 1.013 -0.804
C -0.062 1.404 1.732
C -1.469 1.962 -0.119
C -1.122 2.188 1.160
N 1.079 -0.782 -0.575
H 4.961 -5.732 -2.329
H -2.125 0.907 -3.729
H -1.741 -3.923 -2.536
H 0.190 -5.227 -3.195
H -1.377 -1.745 -1.322
H 2.794 -2.455 -1.196
H -1.417 4.428 3.779
H 1.180 1.109 3.376
H -3.031 3.324 -0.473
H -2.248 4.106 1.610
H 2.043 -0.832 -0.180
*
```

DFT total energy   -30972.65753 eV
HOMO energy   -4.74 eV
F_max   0.0879 Eh/bohr
SMILES string   C#Cc1cccc(Nc2nc3cc(C(=O)[O-])ccc3c3cncnc23)c1
Gap between HOMO and LUMO   6.349 eV

Here are the Löwdin charges for atoms 1 to 4, given in e: O -0.10; O -0.12; C 0.11; C -0.09